Computed, not measured: a single C4H6N2 molecule in a non-equilibrium geometry, with wB97M-V/def2-TZVPD.

Structure (XYZ):
```
12
Properties=species:S:1:pos:R:3:forces:R:3:mulliken_charge:R:1
N -0.538101 -2.507627 1.051783 0.0 0.8 -0.9 -0.403
C -0.607713 -1.719209 0.207550 0.1 -0.7 0.7 0.345
C -0.733568 -0.678278 -0.833630 0.0 -0.1 -0.1 -0.423
N -0.348663 0.670166 -0.440214 -0.1 0.0 -0.1 -0.276
C 1.053848 0.942020 -0.188339 0.3 0.0 -0.1 -0.307
C 0.071401 0.950319 0.921994 0.0 0.0 0.3 -0.446
H -0.136922 -0.981465 -1.700245 -0.1 0.0 0.1 0.291
H -1.780468 -0.661443 -1.151253 0.1 0.0 0.1 0.263
H 1.422037 1.872370 -0.615087 0.0 -0.2 0.1 0.238
H 1.756288 0.108548 -0.218246 -0.1 0.1 0.0 0.249
H 0.133557 0.120155 1.624720 -0.1 0.1 -0.1 0.251
H -0.291697 1.884445 1.340968 0.1 -0.1 -0.1 0.218
```
Forces are in eV/Å.

Summary:
ΔE to the lowest compared entry with this formula, charge and spin in kJ/mol: 189.9
Structure (SMILES): N#CCN1CC1
HOMO energy in eV: -9.8757
Net charge: 0
Multiplicity: 1


Computed, not measured: a single C4H9NO2 molecule, with wB97M-V/def2-TZVPD.

Structure (XYZ):
```
16
Properties=species:S:1:pos:R:3:forces:R:3:mulliken_charge:R:1
C 1.653016 -1.479596 0.436699 0.0 0.0 0.0 -1.339
C 0.993797 -0.216874 -0.094169 0.0 0.0 0.3 0.420
O 0.686167 -0.487076 -1.447579 -0.1 0.4 -0.3 -0.528
C -0.303054 0.095305 0.674688 -0.1 -0.1 0.0 -0.743
N -1.032895 1.212014 0.096066 -0.2 0.1 -0.2 -0.135
C -2.233893 1.208975 -0.567563 0.1 0.1 0.3 0.101
O -2.807622 2.229766 -0.890773 0.2 -0.5 0.0 -0.566
H 1.915665 -1.415316 1.495763 -0.2 0.1 0.0 0.366
H 2.576887 -1.710022 -0.097334 -0.1 0.1 -0.1 0.323
H 0.951226 -2.304467 0.271161 0.2 0.0 0.2 0.354
H 1.667628 0.659267 -0.022443 -0.1 -0.3 0.0 0.239
H 0.313582 0.326691 -1.819196 0.0 -0.3 0.0 0.322
H -0.938555 -0.803383 0.663666 0.1 0.3 0.0 0.326
H -0.080234 0.353893 1.720975 0.0 -0.3 -0.2 0.331
H -0.720100 2.136066 0.356171 0.0 0.1 -0.1 0.228
H -2.641614 0.194757 -0.776130 0.2 0.3 0.1 0.300
```
Forces are in eV/Å.

Summary:
ΔE to the lowest compared entry with this formula, charge and spin in kJ/mol: 85.6
Structure (SMILES): C[C@@H](O)CNC=O
HOMO energy in eV: -9.8811
Net charge: 0
Multiplicity: 1


Computed, not measured: a 2-piece molecular cluster, CH2FOS2 overall in a non-equilibrium geometry, with wB97M-V/def2-TZVPD.

Structure (XYZ):
```
7
Properties=species:S:1:pos:R:3:forces:R:3:mulliken_charge:R:1
C -0.471338 -0.283212 0.353282 -1.6 0.3 -0.5 -0.257
O -0.439329 1.659662 -1.341002 0.2 0.0 -0.3 -0.584
F -1.734888 -0.952626 0.460592 0.1 0.5 -0.7 -0.314
S 2.908316 -0.333257 -0.005236 -1.5 0.4 -0.6 -0.571
S 0.108382 0.259433 -1.256961 0.7 -0.3 1.0 0.234
H -0.535153 0.574065 0.973916 -0.2 1.1 0.3 0.242
H 0.164010 -0.924066 0.815409 2.3 -2.1 0.9 0.251
```
Forces are in eV/Å.

Summary:
ΔE to the lowest compared entry with this formula, charge and spin in kJ/mol: 223.3
HOMO energy (alpha / beta) in eV: -3.4949 / -3.5645
Net charge: -1
Multiplicity: 1


Computed, not measured: C30H51NP2Y as an isolated structure in a non-equilibrium geometry, with wB97M-V/def2-TZVPD.

Structure (XYZ):
```
85
Properties=species:S:1:pos:R:3:forces:R:3:mulliken_charge:R:1
Y 1.186910 -1.582945 0.542786 1.0 -0.8 -0.5 -0.005
C 0.746520 -1.564991 3.105964 0.0 -1.0 -0.4 0.826
C -0.591572 -1.862267 2.721564 0.9 -0.7 -0.2 1.386
C 0.764695 -3.569307 1.936707 -0.1 0.8 0.9 -0.095
C 1.590504 -2.640312 2.662155 -1.2 -0.1 0.0 0.098
C -0.579102 -3.084046 1.989012 1.0 0.4 0.1 1.178
C 1.188096 -0.458770 3.991143 0.3 0.4 0.4 -1.726
H 0.383965 0.268152 4.143967 0.2 0.0 0.0 0.367
H 2.075827 0.059714 3.596321 -0.2 0.0 0.2 0.311
H 1.466367 -0.853951 4.980919 -0.1 0.2 -0.2 0.418
C 3.066455 -2.711895 2.833318 0.4 0.2 0.4 -1.367
H 3.359223 -2.217013 3.772106 0.0 -0.1 -0.3 0.430
H 3.613626 -2.234018 1.999068 0.1 -0.2 0.3 0.211
H 3.384452 -3.756378 2.888478 0.1 0.2 0.0 0.476
C 1.216407 -4.825324 1.281535 0.0 -0.5 -0.2 -1.579
H 2.040568 -5.263737 1.851072 -0.1 -0.1 -0.2 0.431
H 1.579596 -4.662920 0.251858 -0.1 -0.2 0.2 0.146
H 0.395341 -5.556063 1.250477 0.3 0.2 -0.1 0.447
C -1.771461 -3.851474 1.558048 -0.5 -0.4 -0.2 -1.905
H -1.945267 -4.716740 2.219112 0.1 0.2 -0.2 0.407
H -1.655251 -4.254522 0.540504 -0.1 0.1 0.2 0.356
H -2.676434 -3.236328 1.598881 0.1 -0.2 -0.1 0.442
C -1.808365 -1.221783 3.264751 -0.6 0.5 0.0 -1.816
H -2.189767 -1.735073 4.163531 0.2 0.0 -0.3 0.284
H -2.618281 -1.231688 2.528950 0.0 0.1 0.1 0.383
H -1.614543 -0.187862 3.554806 -0.1 0.0 0.0 0.388
C -0.899987 5.201270 -1.189170 0.2 0.2 0.6 -0.138
C -1.463479 5.337306 0.018979 0.5 0.4 -0.5 -0.533
C -2.886623 5.733334 0.279562 -0.5 -0.2 0.1 -0.751
C -3.948897 5.230904 -0.733457 -0.3 0.5 0.4 -1.005
C -3.812813 3.790899 -1.120745 -0.1 -0.5 -0.3 -0.209
C -3.084215 3.295906 -2.127976 -0.7 0.1 0.2 -0.482
C -2.216744 4.071056 -3.069424 0.3 0.2 -0.2 -0.406
C -1.585372 5.372021 -2.510253 0.0 0.0 -0.7 -1.017
H -2.980344 6.831365 0.334707 0.2 -0.3 0.1 0.339
H -3.982770 5.899012 -1.604334 -0.1 -0.4 0.3 0.335
H -3.168516 5.360973 1.275498 0.1 0.1 -0.2 0.333
H -2.335663 6.172919 -2.497443 0.4 -0.2 0.1 0.312
H 0.181344 5.032272 -1.270389 -0.3 -0.1 0.3 0.428
H -0.835284 5.297559 0.917065 -0.1 -0.1 -0.4 0.634
H -0.817043 5.680908 -3.239138 -0.3 0.0 0.2 0.421
H -1.400140 3.413362 -3.407947 -0.2 0.1 0.0 0.257
H -3.179994 2.232681 -2.376709 0.0 0.3 0.2 0.475
H -2.788008 4.334818 -3.975270 0.1 -0.2 0.2 0.417
H -4.924092 5.331849 -0.227768 0.3 0.1 -0.3 0.391
H -4.451600 3.116690 -0.537497 0.3 0.0 -0.3 0.381
P 0.255322 1.093723 0.473853 0.1 1.5 -0.4 1.558
P -1.041983 -1.324400 -1.165996 -0.5 -0.2 -0.7 1.416
C -0.611128 1.492008 -1.119091 0.0 0.1 -0.3 -0.343
C -1.007714 0.312621 -2.021558 0.0 -0.1 -0.3 -1.045
H 0.048239 2.169998 -1.685860 -0.2 -0.2 0.3 0.438
H -1.501502 2.089373 -0.862969 0.4 -0.2 0.0 -0.300
H -2.014599 0.480917 -2.441413 0.4 -0.1 0.1 0.400
H -0.322466 0.232808 -2.878177 -0.1 -0.1 0.3 0.437
C -0.948724 -2.562373 -2.509074 0.1 0.0 -0.2 -1.366
H -1.318156 -3.522152 -2.110611 0.2 0.3 -0.2 0.405
H 0.087276 -2.688484 -2.860221 -0.3 0.0 0.1 0.341
H -1.588724 -2.244273 -3.346965 0.2 -0.2 0.2 0.467
C -2.810911 -1.492476 -0.761616 -0.2 0.0 0.3 -1.489
H -3.395699 -1.210662 -1.648752 0.1 -0.1 0.2 0.538
H -3.096128 -0.847275 0.079319 0.0 -0.2 -0.2 0.255
H -3.031936 -2.537950 -0.507621 0.0 0.4 0.0 0.371
C 1.625116 2.322265 0.397852 0.2 0.0 0.1 -1.256
H 2.181640 2.281215 1.347529 -0.1 0.1 -0.3 0.432
H 1.203699 3.331551 0.259377 0.2 -0.4 0.1 0.294
H 2.308800 2.096976 -0.434608 -0.2 0.1 0.3 0.281
C -0.834482 1.966266 1.643814 -0.2 0.0 0.4 -1.182
H -1.764481 1.408102 1.802390 0.2 0.1 0.0 0.281
H -1.079363 2.967840 1.254548 0.1 -0.4 0.0 0.034
H -0.314663 2.078270 2.603469 -0.2 -0.1 -0.1 0.446
C 4.425024 -4.502841 0.143271 0.2 -0.7 0.7 -0.949
C 4.174257 -3.419649 -0.824034 0.2 1.2 -1.7 0.172
C 4.935111 -3.286223 -2.003769 -0.8 -0.1 1.3 -0.804
C 4.471784 -2.140481 -2.659648 -1.2 1.0 0.4 -1.347
C 3.436152 -1.590629 -1.874847 1.4 -1.5 -0.5 0.205
C 2.695414 -0.339187 -2.189818 -0.3 0.5 -0.1 0.070
N 3.233101 -2.387002 -0.752178 -0.6 0.2 0.6 0.182
H 3.862094 -4.443570 1.075078 0.0 0.1 -0.3 -0.136
H 5.490664 -4.493576 0.429626 -0.4 -0.1 -0.1 0.354
H 4.204785 -5.482826 -0.309064 0.1 0.2 0.2 0.285
H 5.730646 -3.966894 -2.291711 -0.2 0.2 0.0 0.474
H 4.810410 -1.703616 -3.589504 0.1 -0.1 0.0 0.453
H 3.381780 0.523147 -2.254729 -0.3 -0.2 0.0 0.442
H 2.150835 -0.411198 -3.148775 0.1 0.1 0.3 0.284
H 1.942240 -0.034906 -1.422844 0.2 -0.2 -0.2 -0.772
```
Forces are in eV/Å.

Summary:
HOMO energy in eV: -8.9522
Net charge: +1
Multiplicity: 1


Computed, not measured: an isolated ion of composition C7H7FN3O4 and charge -1 in a non-equilibrium geometry, with wB97M-V/def2-TZVPD.

Structure (XYZ):
```
22
Properties=species:S:1:pos:R:3:forces:R:3:mulliken_charge:R:1
C 0.759522 1.560837 -0.818871 2.9 0.5 2.3 -1.848
C -0.277837 0.654058 -0.283345 1.0 -2.3 1.8 1.806
C -1.028991 1.345396 0.947670 2.2 0.1 0.3 0.442
O -0.253837 1.881612 1.805842 -1.2 -0.2 -0.6 -0.804
O -2.225501 1.209429 0.878798 -2.0 0.6 0.8 -0.669
C -1.274953 0.111698 -1.226748 1.7 0.3 0.6 -0.832
C -1.844080 -1.042708 -1.032345 -0.2 -0.9 1.2 -0.692
N -1.711311 -1.761970 0.163282 1.8 -0.2 1.8 -0.604
C -0.661548 -1.605735 0.872517 -1.0 0.7 -3.0 0.395
F -0.555891 -2.224501 2.009521 0.1 -0.7 1.2 -0.260
C 0.529778 -0.708014 0.493755 -1.7 1.5 -0.6 -0.128
N 1.268094 -0.306598 1.622552 3.5 -0.9 -1.2 -0.662
N 1.425202 -1.320483 -0.578786 -1.2 0.2 -0.2 1.014
O 0.877803 -2.037238 -1.432482 1.5 0.9 1.2 -0.584
O 2.569488 -0.884707 -0.585719 -0.4 -0.8 -0.6 -0.637
H 1.294765 1.251704 -1.690889 -0.1 -0.2 -1.0 0.410
H 1.643139 1.671349 -0.025956 -1.9 -0.3 -1.4 0.264
H 0.422225 2.573648 -0.857875 -0.5 0.7 -0.5 0.498
H -1.376132 0.729783 -2.047795 -0.8 0.8 -1.9 0.490
H -2.546363 -1.558485 -1.607068 -1.0 -0.1 -1.5 0.605
H 2.240179 0.074583 1.298339 -2.7 -0.7 0.9 0.363
H 0.726247 0.386340 2.095603 -0.2 1.1 0.4 0.432
```
Forces are in eV/Å.

Summary:
ΔE to the lowest compared entry with this formula, charge and spin in kJ/mol: 103.2
Structure (SMILES): C[C@@]1(C(=O)[O-])C=CN=C(F)[C@@]1(N)[N+](=O)[O-]
HOMO energy in eV: -4.6884
Net charge: -1
Multiplicity: 1


Calculated total energy, record by record: -7223.6232, -9879.1736, -27503.1045, -53043.4948, -22748.0239 eV